1.
{"formula": "C3H5BiO4", "method": "wB97M-V/def2-TZVPD", "e_tot_ev": -17199.8322, "total_charge": 2, "homo_energy_ev": -20.416, "lumo_ha": -0.4160, "elements": ["C", "O", "C", "H", "H", "H", "H", "H", "Bi", "O", "C", "O", "O"], "positions_angstrom": [[-0.92045, -1.59046, 0.00098], [-0.60454, -0.21618, 0.09140], [-1.70892, 0.74696, 0.00374], [-1.41251, -1.80271, -0.95945], [0.01636, -2.15224, 0.06610], [-1.58497, -1.88205, 0.82729], [-2.46690, 0.43242, 0.74853], [-2.12721, 0.65988, -1.01796], [0.66253, 1.29895, 0.59011], [-1.13259, 1.94118, 0.26667], [3.75917, 0.84138, -0.22864], [4.84397, 0.81173, -0.59285], [2.67605, 0.91113, 0.20408]]}

2.
{"formula": "C64H70BCrGeN6O3S4Te", "method": "wB97M-V/def2-TZVPD", "e_tot_ev": -218840.1699, "total_charge": 0, "spin_multiplicity": 4, "homo_energy_ev": [-6.765, -6.876], "s2": 3.813, "lumo_ha": [-0.0083, 0.0122], "elements": ["Cr", "C", "C", "C", "C", "N", "C", "C", "N", "B", "N", "C", "C", "N", "C", "S", "C", "C", "C", "C", "N", "C", "C", "N", "C", "S", "C", "C", "C", "C", "C", "S", "H", "H", "H", "H", "H", "H", "H", "H", "H", "H", "H", "H", "H", "H", "H", "H", "H", "H", "H", "H", "H", "H", "H", "H", "H", "H", "H", "H", "H", "H", "H", "H", "H", "H", "O", "C", "O", "C", "C", "Ge", "C", "C", "C", "C", "C", "C", "C", "C", "C", "C", "C", "C", "C", "C", "C", "C", "C", "C", "H", "H", "H", "H", "H", "H", "H", "H", "H", "H", "H", "H", "H", "H", "H", "H", "H", "H", "H", "C", "C", "O", "S", "C", "C", "C", "C", "C", "C", "C", "C", "H", "H", "H", "H", "H", "H", "H", "Te", "C", "C", "C", "C", "C", "C", "C", "C", "C", "C", "C", "C", "H", "H", "H", "H", "H", "H", "H", "H", "H", "H"], "positions_angstrom": [[0.53174, -0.36795, 0.18789], [1.75298, -6.11775, 2.49373], [1.05090, -5.55593, 1.25890], [2.08342, -4.97291, 0.29825], [0.29758, -6.66185, 0.51088], [0.03877, -4.55782, 1.73179], [-1.16754, -4.98921, 2.26634], [-1.81260, -3.90397, 2.72783], [-1.01806, -2.80556, 2.50700], [-1.56653, -1.37232, 2.87264], [-2.74102, -1.07514, 1.87091], [-3.99986, -0.75901, 2.31573], [-4.81895, -0.70377, 1.25118], [-4.05525, -0.96731, 0.12438], [-2.77846, -1.20102, 0.53699], [-1.43705, -1.65396, -0.45944], [-4.72680, -1.15413, -1.20430], [-5.30419, -2.56915, -1.21844], [-5.84582, -0.11116, -1.30358], [-3.79884, -0.96286, -2.40050], [-0.31532, 0.53432, 1.63224], [1.25648, 1.29995, 3.70863], [1.37825, 2.29104, 2.80168], [0.48315, 2.70497, 1.80500], [-0.63147, 1.89252, 1.69084], [-2.20272, 2.40756, 1.77044], [0.55497, 4.14719, 1.37862], [0.11529, 5.04797, 2.53064], [-0.29778, 4.39231, 0.13358], [1.99645, 4.47054, 0.96157], [0.10505, -3.20973, 1.90589], [1.42235, -2.15996, 1.50119], [2.48405, -6.87053, 2.19403], [1.03879, -6.58177, 3.17555], [2.27398, -5.32091, 3.02763], [2.66871, -5.81022, -0.08589], [2.75641, -4.27812, 0.78795], [1.61070, -4.46200, -0.54092], [1.02078, -7.29328, -0.00388], [-0.37715, -6.23480, -0.23202], [-0.27467, -7.30535, 1.17824], [-1.46054, -6.02071, 2.27138], [-2.77223, -3.81215, 3.20529], [-2.08914, -1.50732, 3.94991], [-4.19412, -0.58026, 3.35776], [-5.86683, -0.48265, 1.19579], [-6.02339, -2.70901, -0.40951], [-4.50460, -3.30403, -1.10715], [-5.81127, -2.75161, -2.16753], [-6.71808, -0.37952, -0.70638], [-6.17050, -0.03612, -2.34034], [-5.48770, 0.86983, -0.99125], [-3.06844, -1.75943, -2.48985], [-3.26963, -0.01156, -2.35439], [-4.42665, -0.96471, -3.29411], [2.05558, 1.27729, 4.44291], [2.24072, 2.93217, 2.89503], [-0.90137, 4.79990, 2.83398], [0.14450, 6.09197, 2.21261], [0.77570, 4.93468, 3.39372], [-1.35582, 4.45713, 0.35773], [-0.12791, 3.60575, -0.60113], [0.02303, 5.33615, -0.31125], [2.74011, 4.28809, 1.73661], [2.04142, 5.53419, 0.72363], [2.26551, 3.90556, 0.07018], [1.88085, 2.15281, -1.72374], [1.26130, 1.21246, -2.19890], [0.40954, 0.48921, -1.51451], [1.46933, 0.75909, -3.62786], [0.21724, 0.21621, -4.32066], [-1.01876, 1.59844, -4.97872], [0.02723, 3.15774, -5.51415], [-0.23094, 4.41845, -4.98091], [0.53770, 5.51748, -5.34625], [1.57611, 5.36944, -6.25297], [1.84609, 4.11965, -6.79604], [1.07713, 3.02602, -6.42585], [-2.41247, 2.20478, -3.76265], [-3.66271, 2.52274, -4.29579], [-4.65535, 3.08186, -3.50136], [-4.40983, 3.32765, -2.15795], [-3.17750, 3.00155, -1.60786], [-2.18608, 2.44798, -2.40742], [-1.91067, 0.85674, -6.55062], [-1.83163, 1.44817, -7.80943], [-2.46162, 0.87418, -8.90797], [-3.18216, -0.30145, -8.76012], [-3.27316, -0.90290, -7.51138], [-2.64109, -0.32645, -6.41919], [2.24340, -0.01660, -3.55948], [1.91822, 1.59272, -4.16912], [-0.31264, -0.46498, -3.65373], [0.49635, -0.34983, -5.21262], [-1.03840, 4.54765, -4.26820], [0.32558, 6.48975, -4.91901], [2.17619, 6.22501, -6.53657], [2.65628, 3.99815, -7.50449], [1.30106, 2.05481, -6.85787], [-3.86576, 2.33644, -5.34509], [-5.61776, 3.32963, -3.93314], [-5.18071, 3.76837, -1.53709], [-2.98574, 3.16096, -0.55434], [-1.24023, 2.18455, -1.95412], [-1.27737, 2.37144, -7.93712], [-2.39043, 1.34738, -9.87962], [-3.67466, -0.74809, -9.61478], [-3.83654, -1.82017, -7.39070], [-2.72347, -0.80642, -5.44794], [0.91561, -1.40200, 11.78609], [0.73864, -1.00234, 10.34067], [0.89728, 0.11414, 9.93454], [0.29127, -2.39004, 9.30223], [0.25269, -1.62116, 7.70975], [1.34087, -1.74871, 6.85588], [1.31719, -1.13694, 5.61223], [0.21174, -0.39373, 5.20517], [-0.87389, -0.27576, 6.06799], [-0.85847, -0.88690, 7.31046], [0.23402, 0.27591, 3.87628], [-0.52244, -0.16527, 2.84812], [0.56304, -0.59227, 12.42178], [1.98137, -1.54634, 11.96943], [0.39256, -2.32692, 12.02374], [2.20111, -2.32899, 7.16522], [2.15809, -1.25027, 4.93517], [-1.73427, 0.30259, 5.75369], [-1.70589, -0.79350, 7.97756], [3.05234, 0.74488, 0.50162], [4.27172, -0.32267, 1.86557], [4.79215, 0.41861, 2.92101], [5.62610, -0.18215, 3.85539], [5.95261, -1.52385, 3.73013], [5.44396, -2.26290, 2.67054], [4.60162, -1.66765, 1.74297], [4.16511, 0.25283, -1.22170], [4.80968, 1.28606, -1.89142], [5.57043, 1.00580, -3.01826], [5.68314, -0.29910, -3.47797], [5.02365, -1.32689, -2.81945], [4.25752, -1.05128, -1.69424], [4.54411, 1.46864, 3.02098], [6.02211, 0.40197, 4.67642], [6.60513, -1.99334, 4.45530], [5.69738, -3.31100, 2.56829], [4.20051, -2.26122, 0.93399], [4.70343, 2.30680, -1.54791], [6.07089, 1.81153, -3.53999], [6.27959, -0.51403, -4.35540], [5.09508, -2.34357, -3.18507], [3.72024, -1.85411, -1.20226]]}

3.
{"formula": "C3H12N3O", "method": "wB97M-V/def2-TZVPD", "e_tot_ev": -9818.5866, "total_charge": -2, "spin_multiplicity": 2, "homo_energy_ev": [4.326, -0.129], "s2": 0.751, "lumo_ha": [0.2478, 0.2425], "elements": ["C", "N", "C", "O", "H", "H", "H", "H", "H", "H", "N", "C", "N", "H", "H", "H", "H", "H", "H"], "positions_angstrom": [[0.94516, -2.26051, -0.16743], [-0.08534, -1.39027, -0.77550], [0.66022, -0.28842, -1.51598], [1.37262, -0.70574, -2.55107], [1.88065, -2.20386, -0.71935], [0.60459, -3.30085, -0.10503], [1.13226, -1.91616, 0.85664], [-0.46236, -1.97227, -1.52013], [1.22689, 0.26374, -0.72639], [-0.17231, 0.42813, -1.79307], [-1.13154, 0.28462, 1.41360], [-0.40751, 1.58925, 1.46682], [-0.59467, 2.54016, 0.42179], [-2.13295, 0.50063, 1.44392], [-0.99347, -0.16720, 0.48513], [-0.61833, 2.09030, 2.42204], [0.64016, 1.24880, 1.48522], [-0.37151, 2.24123, -0.51698], [-1.49255, 3.01842, 0.39575]]}